ORCA calculation (the ωB97M-V functional and the def2-TZVPD basis) on a molecular structure, C39H43CeCl6N7O7PS2.

The geometry in XYZ format:
```
106
Properties=species:S:1:pos:R:3:forces:R:3:mulliken_charge:R:1
Ce 0.579 -0.062 -0.448 -0.31 -0.18 1.00 -0.219
O -1.438 4.007 -4.665 -0.11 0.03 0.09 -0.562
C -2.091 4.297 -3.548 0.17 -0.01 0.07 0.276
O -2.818 5.243 -3.470 -0.12 0.01 0.04 -0.553
C -1.859 3.409 -2.343 -0.02 0.12 0.02 -0.012
C -2.450 3.632 -1.101 -0.18 0.11 0.02 0.490
Cl -3.541 4.847 -0.698 -0.09 -0.10 -0.14 -0.085
N -2.017 2.681 -0.231 0.00 0.05 0.27 0.155
N -1.144 1.857 -0.848 0.19 -0.20 -0.29 1.554
C -1.053 2.292 -2.112 0.01 -0.11 0.02 -0.620
C -0.183 1.529 -3.053 0.14 -0.21 0.31 0.787
O -0.127 1.753 -4.232 0.13 -0.01 -0.23 -0.793
O 0.517 0.545 -2.482 -0.46 0.49 0.05 -0.299
C -2.267 2.552 1.190 -0.02 0.16 -0.20 0.374
C -1.302 1.973 1.996 -0.02 -0.08 0.08 2.047
C -1.469 1.916 3.367 -0.07 -0.04 0.07 -1.315
C -2.627 2.411 3.949 0.02 -0.01 -0.02 -0.997
C -3.626 2.916 3.133 -0.01 0.00 0.01 -1.232
C -3.458 2.983 1.758 -0.07 0.00 -0.06 -0.847
H -0.909 3.190 -4.584 0.04 -0.11 -0.08 0.422
H -0.421 1.512 1.583 0.36 0.22 -0.11 -1.222
H -0.693 1.473 3.978 -0.01 0.02 -0.02 0.598
H -2.756 2.379 5.022 -0.01 0.00 -0.01 0.534
H -4.555 3.269 3.563 0.03 -0.02 -0.01 0.442
H -4.258 3.368 1.151 0.00 0.00 -0.01 0.589
Cl 4.074 -0.856 6.096 0.02 0.00 0.01 -0.167
C 3.059 -0.990 4.726 -0.09 0.01 -0.05 0.426
C 3.596 -0.892 3.443 0.03 -0.02 0.01 -0.093
Cl 5.273 -0.640 3.203 -0.03 -0.01 0.05 -0.173
C 2.749 -0.991 2.349 0.22 0.06 -0.20 0.799
Cl 3.381 -0.853 0.734 -0.01 -0.07 0.25 -0.033
C 1.379 -1.171 2.477 -0.29 -0.02 -0.33 -1.568
O 0.580 -1.206 1.394 0.33 0.40 -0.24 0.617
C 0.860 -1.295 3.761 -0.27 -0.03 0.15 0.537
Cl -0.836 -1.566 3.927 0.11 0.01 0.02 -0.155
C 1.684 -1.197 4.880 0.06 -0.03 -0.04 0.164
Cl 1.006 -1.330 6.446 0.01 0.01 0.01 -0.165
C -2.711 -0.624 0.677 -0.07 -0.16 0.00 -0.597
N -1.987 -1.451 -0.344 0.23 0.26 0.04 1.520
C -2.872 -1.498 -1.551 -0.04 0.07 0.09 -0.971
N -4.191 -2.017 -1.250 -0.02 0.00 0.11 0.058
C -4.821 -1.177 -0.226 0.06 -0.07 0.00 -0.722
N -4.025 -1.143 1.005 0.04 -0.05 -0.08 0.204
C -3.880 -2.513 1.507 0.05 0.03 -0.04 -0.605
N -3.234 -3.378 0.516 -0.01 0.06 -0.03 0.120
C -1.922 -2.843 0.207 -0.09 0.02 -0.15 -0.861
C -4.046 -3.372 -0.706 0.04 0.08 0.04 -0.821
H -2.834 0.373 0.267 0.01 -0.01 0.01 0.268
H -2.102 -0.589 1.581 0.02 0.02 0.00 -0.383
H -2.410 -2.137 -2.297 -0.01 -0.04 -0.02 0.422
H -2.958 -0.485 -1.953 0.00 0.03 0.01 0.136
H -5.810 -1.574 -0.001 -0.03 -0.01 0.00 0.402
H -4.932 -0.161 -0.610 0.01 0.02 -0.02 0.302
H -4.863 -2.916 1.745 -0.04 0.00 0.00 0.396
H -3.277 -2.500 2.415 0.01 0.00 0.02 0.266
H -1.471 -3.480 -0.552 0.05 -0.03 -0.05 0.375
H -1.297 -2.833 1.099 -0.01 0.02 0.03 0.042
H -5.034 -3.770 -0.480 -0.03 -0.02 0.01 0.326
H -3.575 -4.011 -1.454 0.02 -0.01 -0.02 0.353
C 1.683 -3.678 -4.400 -0.05 0.04 -0.07 -1.790
C 1.279 -2.408 -3.649 -0.14 0.05 -0.04 0.904
C -0.243 -2.377 -3.486 0.09 -0.07 -0.02 -1.140
P 2.121 -2.057 -2.042 0.13 -0.30 -0.09 0.335
C 2.520 -3.631 -1.151 -0.03 -0.08 -0.07 1.334
C 3.658 -4.471 -1.730 0.02 -0.07 0.05 -1.714
C 1.262 -4.466 -0.907 0.08 -0.01 -0.07 -1.395
C 3.756 -1.281 -2.470 -0.05 0.14 0.00 0.548
C 3.630 0.248 -2.533 -0.01 -0.08 -0.09 -1.221
C 4.420 -1.780 -3.752 0.03 0.01 -0.04 -1.761
H 1.227 -3.649 -5.392 0.00 -0.03 0.02 0.491
H 1.306 -4.571 -3.898 0.03 0.02 0.00 0.307
H 2.753 -3.787 -4.535 0.06 0.04 -0.01 0.349
H 1.554 -1.534 -4.249 0.02 0.02 -0.01 0.582
H -0.596 -3.247 -2.927 0.02 -0.03 0.01 0.247
H -0.724 -2.395 -4.466 0.00 -0.04 0.01 0.590
H -0.581 -1.475 -2.982 0.04 0.00 -0.04 -0.061
H 2.847 -3.271 -0.175 0.05 0.05 0.05 0.077
H 3.419 -4.872 -2.714 0.00 0.00 0.03 0.288
H 3.836 -5.319 -1.065 0.01 0.01 -0.02 0.479
H 4.592 -3.913 -1.798 -0.02 -0.01 0.00 0.371
H 0.910 -4.952 -1.819 -0.01 0.01 0.02 0.185
H 0.455 -3.857 -0.508 -0.03 0.04 0.05 -0.069
H 1.469 -5.249 -0.176 0.03 0.00 -0.04 0.580
H 4.405 -1.542 -1.629 0.01 -0.03 0.04 0.553
H 3.001 0.557 -3.369 0.01 -0.01 0.02 0.276
H 4.615 0.695 -2.672 0.00 -0.02 0.00 0.557
H 3.215 0.691 -1.624 0.01 0.03 0.04 0.304
H 3.827 -1.524 -4.632 0.01 -0.02 0.02 0.346
H 4.603 -2.851 -3.752 -0.01 -0.02 -0.01 0.344
H 5.386 -1.281 -3.857 -0.04 -0.02 -0.01 0.476
O -1.249 5.566 0.859 0.13 0.06 0.14 -0.507
S 0.184 5.586 0.875 0.15 -0.10 -0.11 1.133
O 0.902 6.661 0.276 -0.06 0.11 0.05 -0.681
N 0.722 4.147 0.187 -0.06 -0.15 -0.08 -0.365
C 1.339 3.442 1.057 0.06 0.00 -0.01 0.869
S 2.122 1.915 0.714 -0.29 -0.20 -0.15 -0.355
C 1.428 3.999 2.440 -0.08 -0.11 -0.08 0.216
C 1.969 3.435 3.583 0.02 0.03 0.02 -0.395
C 1.839 4.134 4.778 -0.01 0.04 -0.03 -0.750
C 1.181 5.362 4.822 0.01 -0.03 0.03 -0.565
C 0.637 5.927 3.672 0.05 0.01 -0.06 -0.789
C 0.786 5.221 2.496 -0.06 0.02 0.15 -0.048
H 2.477 2.479 3.543 -0.02 0.01 -0.01 0.518
H 2.256 3.722 5.689 -0.02 0.01 -0.03 0.464
H 1.090 5.885 5.765 0.01 -0.01 -0.02 0.437
H 0.124 6.879 3.697 0.01 -0.02 0.01 0.515
```
Forces are in eV/Å.

Calculated values
**Orbital gap**: 6.36 eV
**Net charge**: +1
**Molar mass**: 1169.757 g mol⁻¹
**Energy relative to the best compared isomer or geometry (same formula, charge and spin)**: 0.0 kJ/mol
**Strongest force on any atom**: 1.1 eV/A
**Calculated total energy**: -6795.833045 Eh
**LUMO**: -0.1929 Eh